Entry 1:
This record from the OMol25 dataset describes a molecular structure, C6H24F2O6V in a non-equilibrium geometry. The level of theory is wB97M-V/def2-TZVPD.

XYZ file:
```
39
Properties=species:S:1:pos:R:3:forces:R:3:lowdin_charge:R:1
V -0.802866 -0.392618 -1.893380 -1.0 0.9 1.9 0.99
F -0.420685 -0.250845 0.156169 0.0 0.1 0.3 -0.47
F -2.599879 0.624113 -1.621445 1.5 -0.8 -0.4 -0.56
C 1.445511 -2.608998 -2.697208 0.6 0.2 -0.3 -0.07
O 1.111817 -1.389677 -2.001761 -0.3 -0.4 -0.7 -0.20
H 0.633494 -3.039065 -3.283533 -0.5 0.3 0.7 0.09
H 2.169353 -2.366854 -3.475367 0.4 -0.2 0.3 0.09
H 1.834644 -3.290144 -1.940433 0.0 -0.3 -0.4 0.10
H 1.918983 -1.108976 -1.564394 -0.1 0.3 0.2 0.11
C 0.067515 2.631441 -1.499685 -0.8 1.1 0.4 -0.09
O 0.281980 1.425780 -2.218488 0.5 0.3 0.1 -0.18
H 0.278779 3.440891 -2.198439 -0.2 0.3 0.2 0.10
H -0.969667 2.691280 -1.169894 0.1 -0.2 -0.2 0.08
H 0.714331 2.749590 -0.630339 0.2 -0.4 0.0 0.08
H 1.123728 1.649913 -2.621995 0.1 -1.0 -0.5 0.11
C -2.715980 -2.836129 -1.990559 -1.1 -1.5 -0.1 -0.10
O -1.452017 -2.425961 -1.519541 0.1 0.6 -0.1 -0.19
H -2.544020 -3.630584 -2.716754 -0.3 0.2 -0.5 0.09
H -3.215562 -3.339591 -1.162879 -0.5 0.3 0.0 0.10
H -3.349094 -2.047588 -2.397349 0.5 0.2 0.2 0.10
H -1.116156 -3.230811 -1.118289 0.7 0.4 0.3 0.12
C 0.933993 -1.140083 3.178240 0.7 0.0 -0.2 -0.08
O -0.100484 -1.739408 2.442064 0.5 -0.6 1.6 0.05
H 1.735069 -0.806327 2.518720 -0.1 0.5 -0.3 0.09
H 0.543220 -0.281372 3.724158 -0.3 0.6 0.0 0.11
H 1.449334 -1.734961 3.932326 -0.8 -0.8 -0.1 0.10
H -0.255120 -1.191431 1.669147 -0.2 0.6 -1.6 0.03
C 2.234571 2.013195 2.005499 0.3 0.6 0.9 -0.17
O 3.363996 1.197416 1.715688 -0.7 -0.3 -0.3 -0.12
H 2.296997 2.971714 1.490294 -0.2 0.0 -0.3 0.08
H 1.269658 1.535871 1.834628 0.4 -0.4 -0.6 0.05
H 2.220367 2.256275 3.067959 0.0 0.1 0.2 0.08
H 4.133265 1.663471 2.051267 0.1 -0.1 0.0 0.08
C -2.244736 2.281426 1.639580 -0.2 -0.2 -0.1 -0.04
O -1.509687 1.269537 2.283950 -0.4 0.9 0.7 0.07
H -3.025086 2.687638 2.283124 -0.3 -0.5 0.1 0.11
H -1.636470 3.175351 1.501678 0.7 0.2 -0.1 0.12
H -2.540020 1.906734 0.659524 -0.4 0.2 -0.1 0.09
H -1.263079 0.679787 1.567721 0.8 -1.1 -1.2 0.04
```
Forces are in eV/Å.

The calculation puts the energy above the lowest of the compared OMol25 structures with the same formula, charge and spin at 1.094 eV. Its expectation value of S² is 6.010. The calculation puts the HOMO energy (spin up / spin down) at -10.66 / -12.65 eV. The value obtained for the HOMO-LUMO gap (spin up / spin down) is 8.0 / 4.0 eV. Its multiplicity is 5. As for the net charge: +1.

Entry 2:
This record from the OMol25 dataset describes 3 unconnected molecules or ions with the total composition C17H38BrN2 in a non-equilibrium geometry. The level of theory is wB97M-V/def2-TZVPD.

XYZ file:
```
58
Properties=species:S:1:pos:R:3:forces:R:3:lowdin_charge:R:1
C -0.665791 -3.740237 -0.018054 0.3 -0.5 -0.2 -0.08
C 0.540295 -2.953893 -0.502879 1.4 0.6 -0.3 -0.24
C 1.637412 -3.755584 -1.321371 -0.1 1.4 1.1 -0.05
N 3.018645 -2.977066 -1.410975 -0.2 -0.7 -2.1 -0.22
C 3.630278 -2.606233 -0.058358 -0.2 -0.2 -1.3 0.04
C 4.072008 -3.807633 -2.227633 -0.4 -0.2 0.1 -0.07
C 4.934799 -2.794815 -2.993610 1.1 -0.8 0.6 -0.16
C 4.311201 -1.449441 -2.851052 -0.5 1.0 0.7 -0.17
C 2.902040 -1.731844 -2.335192 0.1 0.5 1.0 -0.11
H -1.457780 -3.110832 0.387777 0.3 0.2 0.1 0.07
H -0.323235 -4.425098 0.757651 -0.3 -0.2 0.0 0.09
H -1.141374 -4.300932 -0.822752 0.1 -0.1 0.0 0.09
H 1.083808 -2.528361 0.340698 -0.2 -0.2 0.4 0.08
H 0.217805 -2.056018 -1.030059 0.0 -0.1 -0.6 0.10
H 1.270721 -3.917214 -2.335034 0.5 -0.2 0.0 0.13
H 1.869500 -4.681398 -0.794951 0.0 -0.1 -0.2 0.13
H 3.027958 -1.796663 0.353855 0.2 -0.3 0.3 0.08
H 4.648776 -2.265567 -0.244681 -0.1 0.2 -0.1 0.11
H 3.731595 -3.506848 0.547213 -0.5 0.1 0.1 0.12
H 4.579292 -4.473621 -1.529637 0.2 0.3 0.0 0.13
H 3.611825 -4.457158 -2.972252 -0.7 0.1 0.4 0.13
H 5.917275 -2.737679 -2.525019 0.2 -0.3 -0.4 0.13
H 5.037581 -3.035640 -4.051687 0.1 -0.4 0.3 0.13
H 4.863859 -0.844970 -2.131812 -0.1 0.1 0.1 0.11
H 4.371671 -0.906939 -3.794530 -0.5 0.1 0.1 0.13
H 2.511809 -0.963669 -1.667564 -0.1 0.2 -0.4 0.03
H 2.239025 -1.867735 -3.189620 -0.3 -0.7 0.4 0.14
C -4.114267 6.155395 1.344766 0.4 0.6 -0.8 -0.09
C -3.424215 4.935480 1.980158 -0.4 1.7 0.2 -0.26
C -2.807130 4.009762 0.974926 -0.6 0.0 0.7 -0.21
C -1.974223 2.995423 1.788207 0.0 -1.3 -2.1 -0.07
N -1.675707 1.763569 0.890689 0.0 -1.0 -0.3 -0.23
C -2.954743 0.853190 0.720134 0.7 1.6 -2.6 -0.08
C -3.158035 0.129709 1.991782 -2.8 -0.6 -1.1 -0.20
C -1.823537 -0.153622 2.475543 2.9 -0.1 0.9 -0.15
C -0.818201 0.683028 1.612689 -0.3 2.3 0.7 -0.08
C -0.987581 2.297632 -0.433839 -1.7 -1.0 1.9 0.02
H -3.363310 6.910177 1.111405 0.3 0.0 0.2 0.08
H -4.846263 6.711149 1.930787 -0.1 -0.6 0.3 0.08
H -4.524222 5.982749 0.349658 -0.5 -0.5 0.1 0.07
H -4.111992 4.391016 2.627183 0.2 0.1 0.2 0.12
H -2.594495 5.397851 2.514832 -0.1 -0.4 0.8 0.12
H -2.257376 4.624760 0.262435 0.5 -0.3 0.1 0.12
H -3.650581 3.603480 0.416681 0.2 -0.6 -0.1 0.12
H -2.465257 2.497615 2.624371 -0.2 0.8 0.3 0.13
H -1.016461 3.437362 2.062936 0.0 -0.2 0.2 0.14
H -2.584798 0.260541 -0.116531 -0.4 -0.6 0.1 0.13
H -3.793997 1.431912 0.334354 0.1 0.1 0.2 0.13
H -3.666775 -0.828500 1.886332 -0.2 0.0 -0.8 0.14
H -3.919926 0.644513 2.577096 0.8 0.5 0.7 0.14
H -1.491133 -1.170809 2.268321 -0.4 -0.2 0.4 0.11
H -1.841908 -0.003273 3.554961 0.9 0.1 0.0 0.14
H -0.265245 0.123900 0.857902 -0.4 -0.1 0.0 0.09
H -0.099556 1.301157 2.150813 0.2 -0.5 0.3 0.12
H -0.701181 1.455719 -1.064133 0.2 0.1 0.3 0.08
H -0.183308 2.900840 -0.012666 0.1 0.0 -0.7 0.07
H -1.767563 2.864321 -0.942349 0.4 0.1 0.0 0.10
Br 2.441985 1.487040 -0.317915 0.1 0.0 0.1 0.27
```
Forces are in eV/Å.

Its expectation value of S² is 0.752. The calculation puts the HOMO energy (spin up / spin down) at -16.07 / -16.07 eV. The value obtained for the HOMO-LUMO gap (spin up / spin down) is 11.3 / 6.5 eV. Its multiplicity is 2. As for the net charge: +2.

Entry 3:
This record from the OMol25 dataset describes a single C2H5NO2 molecule in a non-equilibrium geometry. The level of theory is wB97M-V/def2-TZVPD.

XYZ file:
```
10
Properties=species:S:1:pos:R:3:forces:R:3:lowdin_charge:R:1
C -0.536500 -1.065039 -0.749616 0.2 -1.5 -0.4 -0.05
C 0.335567 0.124266 -0.333883 -1.3 -1.3 2.3 -0.57
O 1.359127 0.569354 -0.801681 0.3 0.3 -0.5 0.05
N -0.162379 0.702985 0.831587 -0.3 -0.4 -1.2 -0.05
O 0.588905 1.718241 1.331139 2.1 0.6 -1.0 -0.04
H -0.197637 -2.157193 -0.143292 -1.1 3.5 -1.7 0.15
H -0.357101 -1.301307 -1.966930 -1.1 0.8 3.5 0.14
H -1.576572 -0.608277 -0.335116 1.9 -2.1 -1.7 0.11
H -0.772589 0.360750 1.551501 -0.2 -0.6 -0.4 0.14
H 1.319178 1.656219 0.616292 -0.5 0.7 1.3 0.11
```
Forces are in eV/Å.

The calculation puts the energy above the lowest of the compared OMol25 structures with the same formula, charge and spin at 3.363 eV. The calculation puts the HOMO energy at -9.11 eV. The value obtained for the HOMO-LUMO gap is 9.8 eV.